Formula: C28H29ClPSiV
Source: OMol25
Level of theory: ωB97M-V/def2-TZVPD

For the molar mass, the calculation gives 511.0 Da. Its LUMO energy (spin up / spin down) is -0.0092 / 0.0015 Ha. The calculation puts the calculated total energy at -84880.292 eV. The expectation value of S² is 2.119. The value obtained for the HOMO-LUMO gap (spin up / spin down) is 6.8 / 6.8 eV. The spin multiplicity is 3. For the HOMO energy (spin up / spin down), the calculation gives -7.07 / -6.75 eV.

```
61
Properties=species:S:1:pos:R:3:forces:R:3
H 3.642720 -0.645808 -5.473790 -0.10 -0.10 0.26
H 1.489778 0.443108 -4.821794 0.21 -0.17 0.02
H 1.139619 3.828011 -1.031405 0.01 -0.26 0.41
H -1.982332 -2.210841 -0.227477 -0.06 -0.24 -0.12
V -0.346409 2.115758 0.724349 -3.19 -1.85 -1.66
H -4.619621 4.387537 1.197930 0.14 0.18 0.03
Si -2.673293 5.114806 2.544470 -0.61 0.12 0.18
C -1.843419 6.734370 3.021498 0.09 0.01 -0.10
P 0.644319 -2.454680 -1.049084 -0.65 1.95 1.04
H -2.551613 7.439411 3.476700 0.10 -0.17 -0.10
H 0.215564 -0.400050 -2.851775 0.30 -0.15 -0.17
H -3.947310 3.342006 3.747379 0.15 0.23 0.03
H 1.142823 -5.484668 2.783444 0.14 0.18 -0.12
C 3.085716 -1.019934 -4.613788 -0.01 -0.07 0.11
C 1.145727 -0.876854 -3.178481 0.54 -0.73 0.18
C -1.296649 4.140460 1.776705 2.86 0.38 -0.42
H -4.088416 -3.425873 -0.792032 0.13 -0.09 -0.21
C 1.403419 1.724786 -0.354678 1.64 -1.59 1.25
H 4.545991 -2.544702 -4.130350 -0.24 0.14 -0.01
C 1.319776 2.155790 1.926065 0.05 -0.76 1.20
C -0.777676 -3.394438 -1.570579 -0.42 -0.43 -0.48
Cl -2.064209 1.295838 -0.643177 0.26 0.03 0.38
C -1.993182 -3.025618 -0.951422 0.59 -0.43 -0.39
H 4.494689 -2.894225 1.942366 -0.23 -0.09 0.06
C 1.632230 -1.999849 -2.459843 0.61 -0.05 -0.45
C 3.505299 -3.273269 1.689376 -0.13 -0.03 -0.07
C 1.621805 -4.735872 2.152880 0.22 0.19 0.05
C -3.335888 4.206987 4.041108 0.13 -0.17 0.11
C -0.752693 -4.340916 -2.611263 -0.59 0.05 0.45
C 1.235139 3.107204 -0.217566 -0.08 -0.12 -1.17
H 1.536465 1.186110 -1.289024 -0.32 0.05 0.29
C -4.067034 5.328475 1.320752 -0.01 0.06 -0.19
H -3.961650 4.875330 4.646822 0.10 -0.11 -0.13
C -0.092307 3.980043 1.481859 -4.32 2.86 2.18
C 1.876144 -0.406912 -4.261568 -0.01 -0.15 0.00
C -3.161248 -3.684546 -1.301338 -0.12 -0.26 -0.17
H 3.274671 -1.922065 0.006144 -0.07 -0.39 0.15
H -1.026976 6.558381 3.734171 -0.19 0.00 -0.11
H -4.066740 -5.175379 -2.578445 0.31 0.16 0.06
C 3.587993 -2.094281 -3.869173 -0.14 0.18 0.03
H -1.401438 7.213887 2.136686 -0.15 -0.10 0.18
H -1.945610 -5.713066 -3.775219 -0.04 0.20 0.25
H -3.683270 5.614830 0.335352 -0.09 0.00 0.12
H 0.184364 -4.570344 -3.125470 -0.31 0.05 0.19
C 2.904430 -4.270171 2.465383 -0.06 -0.01 -0.01
C 2.846737 -2.749923 0.580484 -0.50 -0.64 0.03
H 1.285685 2.057703 3.011132 0.17 0.06 -0.41
C 0.948164 -4.239486 1.041595 0.62 0.21 -0.33
C -1.946587 -4.974958 -2.970531 -0.05 0.13 0.09
H 3.430685 -4.667681 3.334579 -0.15 0.09 -0.25
C 1.243899 3.484621 1.231453 1.76 1.01 0.06
H -2.521985 3.836833 4.676011 -0.14 0.09 -0.05
C 1.591480 -3.293478 0.211085 0.13 -0.22 0.47
H 3.255050 -3.425543 -2.186000 -0.18 0.26 -0.22
C 2.867882 -2.593020 -2.779465 -0.42 0.51 -0.45
H 1.956279 4.253612 1.541592 0.24 0.14 0.15
C -3.141340 -4.663755 -2.303830 0.25 0.10 0.03
C 1.454087 1.128760 0.977922 1.47 -0.22 -2.11
H -4.776537 6.100498 1.649921 0.17 -0.17 -0.03
H 1.627307 0.080495 1.200321 -0.22 0.16 -0.16
H -0.070508 -4.563446 0.811032 0.40 0.01 0.01
```
Forces are in eV/Å.

Mulliken atomic charge list, values in e, 4 entries:
1. H 0.362
2. H 0.407
3. H 0.433
4. H 0.345



Formula: C5H14P
Source: OMol25
Level of theory: ωB97M-V/def2-TZVPD

For the molar mass, the calculation gives 105.1 Da. As for the energy relative to the best compared isomer or geometry (same formula, charge and spin): 269.0 kJ/mol. The net charge is +1. Its LUMO energy is -0.1628 Ha. The calculation puts the calculated total energy at -14691.906 eV. The value obtained for the HOMO-LUMO gap is 9.3 eV. The spin multiplicity is 1. For the HOMO energy, the calculation gives -13.76 eV.

```
20
Properties=species:S:1:pos:R:3:forces:R:3
H 1.575700 0.211546 2.250294 -0.69 -0.28 0.01
C 1.165962 0.835211 -1.578371 -0.41 -2.92 -0.90
P 0.628820 0.104670 -0.006362 -2.31 -0.18 -0.02
H -2.986982 -0.574406 -0.919128 -0.48 0.83 -0.54
H 1.519147 1.765541 -1.324225 0.09 2.80 0.05
C -1.876596 0.803917 0.320393 3.51 -1.36 -1.00
H 0.334272 0.723523 -2.346201 1.24 0.60 0.94
H 2.703529 0.642103 1.053195 -1.68 0.99 0.20
H 1.269217 1.755781 1.563147 -0.05 1.94 0.22
H 1.911872 -1.905500 0.278375 1.38 -0.31 0.95
H -1.694756 1.595918 -0.366346 -0.52 0.07 -1.41
H -1.726777 1.305630 1.231794 -0.13 -0.31 1.81
H -2.411402 -1.356518 0.318773 0.89 -1.00 1.51
H -3.594011 -0.118327 0.688961 -1.55 -0.29 0.63
H 2.102684 0.347822 -1.942683 -0.82 -0.14 0.17
C -2.751360 -0.383322 0.116307 0.60 1.28 -1.40
H 1.003957 -1.976247 -1.226576 -0.92 0.13 2.81
H 0.156913 -2.084887 0.585552 -0.07 -1.03 -0.30
C 0.939353 -1.709235 -0.055491 -0.93 1.46 -3.33
C 1.584078 0.793047 1.331214 2.86 -2.27 -0.41
```
Forces are in eV/Å.

Mulliken atomic charge list, values in e, 4 entries:
1. H 0.389
2. C -1.193
3. P 0.713
4. H 0.331



Formula: C29H64ClNO11S2
Source: OMol25
Level of theory: ωB97M-V/def2-TZVPD

For the molar mass, the calculation gives 702.4 Da. Its LUMO energy is -0.0117 Ha. The calculation puts the calculated total energy at -89308.228 eV. Its SMILES is CCCCN(CCCCOC(=O)OCl)C(=S)SCCC.COCCOC.COCCOC.COCCOC.COCCOC. The value obtained for the HOMO-LUMO gap is 8.0 eV. The spin multiplicity is 1. For the HOMO energy, the calculation gives -8.32 eV.

```
108
Properties=species:S:1:pos:R:3:forces:R:3
C 3.182138 2.391406 -6.695917 0.26 0.04 0.24
H 1.538089 2.790391 2.478860 -0.07 0.05 -0.03
H -1.158182 -1.108511 -5.199329 -0.06 0.20 -0.21
H 1.529477 2.338443 4.191064 -0.04 0.01 0.03
H -1.588590 4.015028 4.705796 0.00 -0.01 0.03
C 0.310541 -5.028924 8.400009 0.06 0.03 0.09
O -6.773192 1.122283 -0.665093 1.32 -0.52 -1.13
C 3.277548 -2.205771 2.267541 -0.14 0.07 0.35
H 3.588857 -1.478368 3.023936 0.02 0.02 -0.03
H 0.282166 1.689681 3.086638 0.08 -0.08 0.03
H 0.852693 -0.851841 -3.544185 0.03 0.34 0.05
C -6.120261 1.443066 0.447657 0.39 -1.08 -0.58
H 2.338891 -6.304873 5.489599 0.01 0.03 0.06
C -0.567605 3.642813 4.837416 -0.15 0.30 -0.20
C -0.770725 -2.072656 -2.862848 0.64 0.29 0.31
C 3.071616 -0.883940 -6.572385 -0.12 -0.06 -0.03
C 0.143016 4.522473 5.846022 0.04 -0.26 0.25
H -7.955953 2.311826 -1.816255 0.00 -0.02 0.17
C -1.337948 3.403545 0.235694 0.05 0.47 -0.04
H -6.852911 1.568902 -3.588154 0.20 -0.11 -0.12
H 5.463726 1.013774 -8.600813 0.02 0.06 0.05
C 2.007238 -1.705418 1.609184 0.11 0.04 -0.32
H -0.021254 -3.784049 4.972549 -0.04 -0.08 -0.02
H 3.082789 -5.453688 2.625138 0.01 0.04 0.06
O 1.484740 -5.696193 7.971588 -0.18 0.03 -0.12
H 2.835086 -1.419731 -5.646198 0.09 -0.02 0.02
C -2.343969 0.340784 -4.222509 0.80 -0.97 0.35
H 4.084300 -2.294453 1.533815 -0.05 -0.01 -0.05
C 0.536359 -3.437008 0.938035 -0.05 0.07 -0.12
H 2.205808 -0.724115 1.165504 0.00 0.02 0.04
H -0.417185 4.498997 6.785702 -0.03 0.03 -0.02
H 0.222806 -7.273526 7.491784 -0.02 0.03 -0.06
H 2.959852 -1.570514 -7.411311 -0.07 0.02 0.02
O -6.585150 2.118261 1.264208 -1.33 2.37 2.54
H 3.010661 1.003856 -5.048121 0.04 0.01 -0.02
C 0.896350 2.564083 3.330747 -0.09 0.05 -0.15
Cl -4.091644 1.504089 1.958147 0.09 -0.33 -0.16
H -4.472038 1.010650 -1.899984 -0.10 0.16 0.10
C -0.210940 -0.718977 -3.347338 -1.06 -0.43 -0.34
O 0.060773 3.688181 3.562552 0.21 -0.19 0.16
C -6.893704 2.244834 -1.578126 -0.45 0.26 -0.88
H -0.325513 1.489007 -1.091657 -0.20 0.06 -0.23
H 0.724439 3.998338 -0.104206 0.00 0.06 -0.06
H 1.180484 -7.620718 5.238018 0.05 -0.02 0.02
H -0.402268 -0.007989 -2.546995 0.55 0.02 0.06
H -0.125073 -5.547511 9.260878 -0.08 0.02 -0.02
H -1.763897 -1.991174 -2.417322 -0.03 0.01 -0.16
C 1.336362 -6.663047 5.745356 -0.33 -0.12 -0.09
H -0.630650 2.612005 5.199704 0.06 0.01 0.04
H -0.778461 -2.826006 -3.653332 -0.04 0.03 0.02
O 0.345525 -5.769847 5.261650 0.10 0.11 0.19
C -3.710077 2.172515 -3.594276 -1.04 -0.65 0.64
H 3.315798 3.253999 -6.036114 -0.05 0.01 0.00
H -0.327327 4.407160 -1.451513 -0.16 0.13 0.22
O 1.585457 -2.560502 0.557236 0.01 -0.12 0.17
H 1.485906 1.708419 -5.599782 0.04 0.04 0.02
H 3.377280 4.165846 5.481158 -0.03 -0.01 0.07
H -2.805178 -0.422971 -3.592420 -0.14 0.09 -0.04
H 1.285596 2.121726 -1.152224 0.05 -0.23 -0.48
H 2.204544 4.901517 4.376794 -0.05 0.01 0.01
C -6.147050 2.066750 -2.922959 -0.10 -0.34 0.56
C -0.131542 3.655869 -0.686164 -0.25 -0.97 -0.26
C 2.445606 1.308536 -5.934848 -0.29 0.02 -0.29
H -0.433569 -4.956067 7.603996 0.01 -0.04 -0.02
H 2.598701 2.718439 -7.562168 -0.03 -0.06 0.01
H -0.371141 0.450122 -5.226897 -0.09 0.15 0.13
H 4.608595 -4.632041 2.239106 0.01 -0.03 -0.08
H 1.429344 -4.397187 4.155465 0.04 0.10 0.14
C 3.517840 -4.555833 2.184947 0.04 -0.07 0.13
H 4.107984 -0.540947 -6.540528 -0.01 0.04 0.03
H -2.956352 0.394840 -5.132717 0.03 0.57 0.09
H 0.590612 -4.021007 8.704563 0.06 -0.04 0.03
H -4.926139 0.401624 -3.478781 0.05 -0.10 0.21
C -4.798103 1.314033 -2.894234 0.27 0.26 -0.54
H -3.778514 3.189174 -3.205347 0.38 -0.05 0.08
H -4.007045 2.203697 -4.648505 0.27 0.24 -0.05
H -1.045634 3.304098 1.295377 -0.20 0.16 -0.45
H 1.441313 -4.109534 5.915958 0.03 -0.05 0.00
H -2.044664 4.226415 0.106216 -0.05 -0.04 0.44
C 0.252908 2.343837 -1.439040 0.40 0.39 0.73
O 2.162426 0.185884 -6.761818 0.22 -0.01 0.05
S -1.665546 3.677644 -4.993891 0.19 -0.06 -0.14
S 0.290415 2.524082 -3.235745 -0.13 -0.14 -0.13
O -4.877878 0.869382 0.606302 -0.06 -0.14 -0.79
H 2.638405 5.724022 5.901707 0.02 0.04 -0.08
C 2.461025 4.752963 5.427952 0.06 -0.02 0.11
H 3.700058 0.915079 -8.723594 -0.04 0.03 0.02
H 0.460105 -4.218649 0.182979 0.02 0.07 -0.05
H 1.955976 -7.626128 7.547884 -0.02 -0.03 -0.02
H 3.207008 -4.496339 1.140060 0.00 0.05 0.00
C -1.370245 2.526745 -3.874204 -0.15 0.46 0.21
H 0.174777 5.559608 5.498444 0.00 -0.02 -0.06
H 1.210478 -1.583806 2.350596 0.03 -0.05 0.04
H -5.991002 3.063396 -3.347932 -0.13 0.02 0.13
H -1.860915 2.496323 -0.061106 -0.07 -0.06 0.00
O 4.478934 1.967055 -7.095895 -0.14 -0.13 -0.10
C 1.213790 -6.882698 7.240143 0.34 0.06 0.07
O 3.069387 -3.440632 2.938606 0.10 0.02 -0.37
H 0.723059 -3.907335 1.905599 0.02 0.04 0.02
H -0.094941 -2.406866 -2.068984 -0.19 -0.25 -0.02
C -0.966872 -0.211930 -4.598103 0.06 -0.64 0.46
H -0.411085 -2.888686 0.973768 -0.05 -0.07 0.08
C 0.837427 -4.449286 5.071818 -0.12 -0.06 -0.17
H 4.540747 2.443422 -9.106960 -0.05 -0.04 -0.07
H -6.644551 3.191355 -1.098700 0.29 -0.25 0.35
C 4.535281 1.564772 -8.453013 0.11 0.05 0.01
O 1.450789 4.046351 6.128314 -0.01 0.06 -0.23
N -2.357414 1.603881 -3.429242 0.04 0.64 -0.93
```
Forces are in eV/Å.

Mulliken atomic charge list, values in e, 4 entries:
1. C -0.723
2. H 0.257
3. H 0.593
4. H 0.531